The following is a DFT calculation (ωB97M-V with the def2-TZVPD basis set) of an isolated ion of composition C16H13N4O4S and charge -1 at a distorted geometry.

Summary:
- SMILES string = Cc1ccc(S(=O)(=O)N2c3ccccc3C(=[N+]([O-])[O-])[C@@H]2NC#N)cc1
- Kohn-Sham gap (eV) = 6.17
- E_HOMO (eV) = -3.578
- LUMO energy (eV) = 2.589
- net charge = -1

```
38
Properties=species:S:1:pos:R:3:lowdin_charge:R:1
C -4.67632 -1.20518 1.45272 -0.059
C -3.66492 -0.40939 0.68946 -0.276
C -3.69696 -0.35925 -0.70803 -0.044
C -2.72977 0.35077 -1.42000 -0.053
C -1.73544 1.01807 -0.69758 -0.273
S -0.27342 1.68226 -1.46193 0.726
O -0.15181 1.19921 -2.80506 -0.281
O -0.08603 3.06186 -1.10412 -0.285
N 0.86233 0.85115 -0.42231 -0.076
C 1.30508 -0.43019 -0.79849 -0.200
C 0.72509 -1.36684 -1.62985 -0.045
C 1.34999 -2.60664 -1.79040 -0.116
C 2.59286 -2.85946 -1.18957 -0.112
C 3.24052 -1.86403 -0.45365 -0.025
C 2.59862 -0.63485 -0.27468 -0.105
C 3.00211 0.59591 0.30550 -0.115
N 4.22176 0.93815 0.87762 -0.372
O 5.15340 0.10900 0.98375 -0.042
O 4.34565 2.14111 1.28086 -0.088
C 1.97029 1.64332 0.12930 -0.272
N 1.63326 2.27752 1.39338 0.072
C 1.05049 1.50415 2.29986 -0.341
N 0.54390 0.80996 3.09325 0.136
C -1.79818 1.11158 0.69173 -0.051
C -2.68908 0.31069 1.37876 -0.023
H -4.47282 -1.12353 2.52163 0.073
H -5.69033 -0.83813 1.26609 0.081
H -4.65002 -2.26252 1.17404 0.082
H -4.47379 -0.91296 -1.24060 0.113
H -2.71405 0.36043 -2.50921 0.115
H -0.18689 -1.15239 -2.17253 0.090
H 0.87450 -3.37868 -2.39216 0.086
H 3.06166 -3.83641 -1.30988 0.088
H 4.22389 -1.97544 -0.00917 0.095
H 2.25228 2.42393 -0.58751 0.155
H 2.40837 2.85378 1.72668 0.132
H -1.10983 1.74277 1.24842 0.092
H -2.61637 0.23028 2.46369 0.116
```

The following is a DFT calculation (ωB97M-V with the def2-TZVPD basis set) of a 2-piece molecular cluster, C3H3F2NS overall at a distorted geometry.

Summary:
- ΔE to the lowest compared entry with this formula, charge and spin (eV) = 1.1942
- SMILES string = Fc1cscn1.F
- Kohn-Sham gap (eV) = 8.86
- E_HOMO (eV) = -8.987
- LUMO energy (eV) = -0.124
- net charge = 0

```
10
Properties=species:S:1:pos:R:3:lowdin_charge:R:1
F -0.02368 0.36760 -2.53283 0.106
C -0.13661 0.49126 -1.22557 -0.334
C -1.19222 1.57650 -0.48239 -0.282
S -1.11385 1.15653 1.18977 0.971
C -0.03990 -0.17202 0.83002 -0.505
N 0.36727 -0.32570 -0.34982 -0.030
H -1.78771 2.42720 -0.76825 0.027
H 0.58121 -0.82053 1.59815 0.136
F 2.10145 -2.51921 -0.65706 -0.097
H 1.72166 -1.67702 -0.66495 0.007
```